No. 1
# C26H71BN13O7P5

4 unconnected molecules or ions with the total composition C26H71BN13O7P5 at a distorted geometry (wB97M-V/def2-TZVPD, OMol25).

Geometry as ORCA input:
```
! RIJCOSX wB97M-V def2-TZVPD def2/J DEFGRID3
* xyz 0 1
C 3.77 -2.53 3.51
C 4.28 -1.03 3.71
C 3.65 0.12 2.81
C 4.91 0.91 2.10
C 2.56 -0.27 1.72
N 3.03 -1.26 0.67
C 2.30 1.10 0.85
N 2.27 2.12 0.19
C 1.09 -0.67 2.30
C 0.97 -0.63 3.89
N 1.09 -0.88 5.08
P -0.21 0.61 1.67
P -2.15 0.28 2.64
O -2.18 -0.96 3.55
O -3.43 0.11 1.50
O -2.53 1.70 3.56
B 0.68 -2.10 1.62
N 0.08 -2.14 0.22
O 0.87 -3.42 2.23
H 2.70 -2.74 3.91
H 3.85 -2.96 2.46
H 4.45 -3.20 4.17
H 5.44 -1.05 3.61
H 4.10 -0.75 4.83
H 3.20 0.92 3.53
H 5.31 0.28 1.22
H 4.67 2.00 1.85
H 5.77 0.94 2.88
H 4.02 -1.43 0.95
H 3.12 -0.77 -0.24
H -0.44 0.44 0.26
H -4.04 -0.54 1.94
H -2.90 1.44 4.44
H 0.82 -2.28 -0.49
H -0.63 -2.89 0.18
H 0.18 -3.45 2.93
C -1.58 5.50 6.01
N -1.22 6.74 5.34
C -1.17 7.80 6.35
P 0.13 6.82 4.27
O 1.11 6.28 5.32
N 0.24 5.48 3.22
C -0.80 4.48 3.00
C 1.55 4.85 3.09
N -0.97 7.49 3.03
C -0.36 8.67 2.40
C -2.40 7.72 3.19
H -2.45 5.65 6.67
H -0.77 5.08 6.61
H -1.92 4.75 5.30
H -0.94 8.77 5.88
H -0.40 7.61 7.11
H -2.13 7.92 6.85
H -0.77 3.70 3.77
H -0.67 4.00 2.03
H -1.80 4.92 2.98
H 1.75 4.16 3.92
H 2.34 5.61 3.07
H 1.63 4.29 2.15
H -0.37 9.53 3.08
H -0.88 8.94 1.47
H 0.68 8.46 2.12
H -2.62 8.54 3.89
H -2.93 6.82 3.51
H -2.85 7.99 2.22
C 5.07 -3.61 -4.39
N 3.75 -3.20 -4.85
C 2.80 -4.27 -4.54
P 3.11 -1.64 -4.46
O 3.29 -1.86 -2.94
N 4.26 -0.39 -4.59
C 5.56 -0.49 -5.22
C 4.33 0.56 -3.48
N 2.85 -1.37 -6.21
C 1.51 -0.84 -6.45
C 3.20 -2.30 -7.28
H 5.29 -4.63 -4.72
H 5.17 -3.57 -3.30
H 5.86 -3.00 -4.84
H 1.80 -4.02 -4.91
H 2.72 -4.44 -3.46
H 3.09 -5.20 -5.02
H 6.31 -0.90 -4.53
H 5.91 0.50 -5.54
H 5.55 -1.10 -6.13
H 4.93 0.17 -2.65
H 3.33 0.79 -3.11
H 4.76 1.51 -3.80
H 0.75 -1.62 -6.31
H 1.41 -0.43 -7.45
H 1.29 -0.03 -5.75
H 2.57 -3.19 -7.28
H 4.24 -2.61 -7.24
H 3.08 -1.81 -8.25
C -5.99 -4.83 0.16
N -5.62 -3.58 -0.50
C -5.58 -2.53 0.52
P -4.27 -3.50 -1.56
O -3.29 -4.04 -0.50
N -4.14 -4.83 -2.61
C -5.17 -5.83 -2.85
C -2.83 -5.45 -2.74
N -5.36 -2.82 -2.80
C -4.74 -1.64 -3.42
C -6.79 -2.59 -2.66
H -6.86 -4.68 0.81
H -5.18 -5.25 0.77
H -6.31 -5.58 -0.56
H -5.35 -1.56 0.05
H -4.82 -2.73 1.28
H -6.55 -2.42 1.01
H -5.15 -6.62 -2.09
H -5.02 -6.30 -3.82
H -6.17 -5.40 -2.88
H -2.63 -6.15 -1.91
H -2.04 -4.69 -2.74
H -2.73 -6.00 -3.68
H -4.76 -0.78 -2.74
H -5.26 -1.36 -4.35
H -3.70 -1.84 -3.69
H -7.02 -1.79 -1.96
H -7.32 -3.50 -2.34
H -7.23 -2.33 -3.63
*
```

As for the orbital gap: 6.6 eV. The value obtained for the highest occupied orbital energy is -7.7 eV. The value obtained for the molecular weight is 843.62 g mol⁻¹. The SMILES is CC[C@@H](C)[C@](N)(C#N)[C@@](C#N)(PP(=O)(O)O)B(N)O.CN(C)P(=O)(N(C)C)N(C)C.CN(C)P(=O)(N(C)C)N(C)C.CN(C)P(=O)(N(C)C)N(C)C.

---

No. 2
# C26H71N6O8V

A molecular structure, C26H71N6O8V at a distorted geometry (wB97M-V/def2-TZVPD, OMol25).

Geometry as ORCA input:
```
! RIJCOSX wB97M-V def2-TZVPD def2/J DEFGRID3
* xyz 1 2
O -0.30 0.41 0.40
V 0.86 -0.62 0.01
C 3.23 -1.97 3.44
C 2.24 -2.63 2.51
O 1.38 -1.85 1.75
H 3.95 -1.37 2.87
H 3.84 -2.70 3.98
H 2.80 -1.34 4.21
H 1.70 -3.30 3.17
H 2.79 -3.30 1.86
C 4.10 2.26 1.30
C 2.71 1.60 1.69
C 1.68 2.60 2.29
O 0.53 1.97 2.75
C 0.61 1.41 4.06
N 2.35 1.05 0.42
H 4.60 2.91 2.02
H 3.89 2.96 0.49
H 4.88 1.52 1.14
H 2.93 0.73 2.32
H 1.55 3.37 1.53
H 2.19 3.18 3.05
H 1.38 0.65 4.17
H -0.33 0.91 4.27
H 0.81 2.16 4.82
H 2.45 1.86 -0.17
H 3.24 0.63 0.18
C -3.90 0.71 0.36
C -3.47 1.35 -0.93
C -4.15 0.75 -2.20
O -3.85 -0.61 -2.26
C -4.50 -1.28 -3.31
N -3.63 2.83 -0.76
H -4.92 1.04 0.57
H -3.20 0.86 1.18
H -4.09 -0.36 0.20
H -2.44 0.98 -0.96
H -3.82 1.24 -3.12
H -5.22 0.96 -2.14
H -5.49 -0.96 -3.64
H -4.57 -2.30 -2.92
H -3.87 -1.28 -4.20
H -3.00 3.17 -0.04
H -3.23 3.39 -1.50
C -2.33 -3.58 -1.39
C -1.76 -2.48 -0.48
C -2.09 -2.74 1.02
O -1.71 -1.49 1.59
C -2.05 -1.31 2.90
N -0.36 -2.35 -0.78
H -1.99 -4.56 -1.03
H -2.08 -3.53 -2.45
H -3.41 -3.67 -1.28
H -2.29 -1.60 -0.85
H -1.57 -3.61 1.41
H -3.15 -2.91 1.20
H -3.11 -1.34 3.17
H -1.71 -0.30 3.10
H -1.55 -2.05 3.54
H -0.30 -2.35 -1.79
H 0.05 -3.25 -0.58
C -0.92 1.35 -3.72
C -0.54 0.09 -2.95
C -0.08 -1.00 -3.93
O 0.54 -2.06 -3.25
C 0.83 -3.13 -4.04
N 0.59 0.51 -2.12
H -1.76 1.22 -4.41
H -0.10 1.87 -4.20
H -1.32 2.08 -3.02
H -1.33 -0.37 -2.36
H 0.54 -0.49 -4.67
H -0.94 -1.27 -4.55
H 1.68 -2.94 -4.70
H 0.00 -3.54 -4.62
H 1.22 -3.92 -3.40
H 0.58 1.52 -2.14
H 1.43 0.41 -2.67
C -2.40 5.79 2.30
C -1.77 4.35 2.45
C -2.69 3.33 3.18
O -2.94 3.76 4.56
C -1.90 3.27 5.43
N -1.40 3.81 1.17
H -2.44 6.14 3.33
H -3.30 5.87 1.69
H -1.61 6.37 1.83
H -0.92 4.55 3.11
H -2.34 2.30 3.18
H -3.69 3.31 2.75
H -2.14 3.79 6.36
H -0.92 3.67 5.16
H -1.85 2.18 5.49
H -0.87 4.56 0.74
H -0.74 3.10 1.46
C 4.84 -1.92 -0.33
C 3.85 -1.37 -1.39
C 4.21 -1.85 -2.83
O 4.01 -3.27 -2.82
C 4.40 -3.94 -3.99
N 2.53 -1.77 -1.02
H 5.87 -1.62 -0.51
H 4.94 -3.00 -0.22
H 4.62 -1.51 0.65
H 3.89 -0.28 -1.42
H 5.21 -1.57 -3.14
H 3.46 -1.46 -3.51
H 5.45 -3.75 -4.23
H 3.79 -3.77 -4.88
H 4.22 -4.99 -3.75
H 2.33 -2.33 -1.84
H 2.57 -2.57 -0.40
*
```

As for the orbital gap (spin up / spin down): 8.3 / 8.3 eV. The value obtained for the highest occupied orbital energy (spin up / spin down) is -10.7 / -10.7 eV. The energy relative to the best compared isomer or geometry (same formula, charge and spin) comes out at 144.2 kJ/mol. The value obtained for the molecular weight is 646.83 g mol⁻¹.

---

No. 3
# C26H72B3FN9O6P3S

A molecular structure, C26H72B3FN9O6P3S at a distorted geometry (wB97M-V/def2-TZVPD, OMol25).

Geometry as ORCA input:
```
! RIJCOSX wB97M-V def2-TZVPD def2/J DEFGRID3
* xyz 0 1
C 2.61 1.55 -0.89
C 1.69 0.74 -1.89
C 1.09 1.65 -3.05
C 0.24 2.86 -2.51
C -1.33 2.59 -2.59
C -2.05 3.79 -1.84
B -3.62 3.59 -1.64
O -4.37 4.68 -1.06
B -4.81 4.13 0.19
S -4.11 4.79 1.78
O -5.75 3.06 0.08
B -5.46 2.23 -1.05
C -6.43 0.97 -1.37
C -6.73 0.80 -2.91
F -5.60 0.47 -3.66
O -4.36 2.42 -1.93
H 2.31 1.27 0.15
H 3.70 1.29 -0.98
H 2.47 2.66 -1.05
H 2.36 0.00 -2.41
H 0.81 0.27 -1.39
H 0.44 1.03 -3.72
H 1.99 2.07 -3.59
H 0.45 3.03 -1.42
H 0.48 3.84 -3.01
H -1.68 2.44 -3.63
H -1.60 1.66 -2.01
H -1.77 4.77 -2.32
H -1.60 3.84 -0.81
H -3.19 3.81 2.12
H -7.39 1.19 -0.81
H -6.03 0.02 -0.94
H -7.48 -0.03 -3.04
H -7.18 1.76 -3.27
O 5.47 -0.14 0.99
P 6.96 -0.37 1.29
N 7.28 1.33 1.44
C 8.45 2.07 1.01
C 6.64 1.98 2.59
N 7.34 -0.90 -0.32
C 8.36 -0.31 -1.17
C 6.24 -1.34 -1.16
N 8.62 -0.74 1.78
C 8.94 -2.19 1.64
C 8.91 -0.44 3.20
H 9.36 1.84 1.59
H 8.28 3.14 1.09
H 8.68 1.92 -0.04
H 7.11 1.68 3.54
H 5.58 1.71 2.65
H 6.68 3.07 2.52
H 8.01 0.62 -1.64
H 8.62 -1.00 -1.98
H 9.29 -0.13 -0.64
H 5.67 -0.50 -1.56
H 5.56 -1.99 -0.60
H 6.60 -1.94 -2.00
H 8.27 -2.80 2.26
H 9.97 -2.38 1.95
H 8.86 -2.53 0.62
H 8.17 -0.88 3.87
H 8.95 0.63 3.40
H 9.90 -0.81 3.48
O 7.26 -1.21 7.18
P 6.23 -2.20 7.73
N 7.16 -3.61 7.31
C 6.69 -4.89 6.82
C 8.41 -3.76 8.06
N 5.06 -1.87 6.49
C 4.44 -2.87 5.63
C 5.23 -0.64 5.72
N 5.01 -3.18 8.56
C 3.83 -2.37 8.98
C 5.49 -3.81 9.82
H 6.13 -5.47 7.56
H 7.53 -5.51 6.50
H 6.07 -4.80 5.93
H 8.23 -4.04 9.11
H 8.98 -2.83 8.06
H 9.06 -4.52 7.62
H 5.11 -3.17 4.82
H 3.53 -2.46 5.17
H 4.11 -3.75 6.19
H 6.02 -0.75 4.97
H 5.48 0.19 6.37
H 4.30 -0.37 5.21
H 4.13 -1.56 9.66
H 3.09 -3.00 9.49
H 3.31 -1.92 8.14
H 5.96 -3.07 10.48
H 6.20 -4.61 9.63
H 4.66 -4.28 10.36
O -9.76 -0.30 -4.79
P -10.71 -0.19 -5.98
N -9.61 0.72 -6.96
C -9.90 1.80 -7.88
C -8.41 -0.02 -7.38
N -11.81 0.89 -5.18
C -12.24 2.18 -5.68
C -11.71 0.97 -3.72
N -11.89 -0.31 -7.31
C -13.17 -0.92 -6.86
C -11.44 -1.19 -8.42
H -10.45 1.49 -8.78
H -8.98 2.27 -8.22
H -10.45 2.61 -7.41
H -8.64 -0.78 -8.13
H -7.95 -0.52 -6.53
H -7.65 0.65 -7.80
H -11.48 2.95 -5.53
H -13.15 2.51 -5.16
H -12.52 2.14 -6.74
H -10.86 1.59 -3.41
H -11.62 -0.01 -3.27
H -12.62 1.41 -3.30
H -13.02 -1.92 -6.46
H -13.88 -0.98 -7.70
H -13.67 -0.32 -6.10
H -11.11 -2.16 -8.06
H -10.63 -0.74 -9.00
H -12.25 -1.34 -9.14
*
```

As for the orbital gap: 7.5 eV. The value obtained for the highest occupied orbital energy is -8.0 eV. The value obtained for the molecular weight is 783.34 g mol⁻¹.

---

No. 4
# C26H73HfN5NaO19S2

A molecular structure, C26H73HfN5NaO19S2 at a distorted geometry (wB97M-V/def2-TZVPD, OMol25).

Geometry as ORCA input:
```
! RIJCOSX wB97M-V def2-TZVPD def2/J DEFGRID3
* xyz 1 1
Na 0.58 -0.21 1.48
Hf -0.59 -1.24 -4.57
S 1.27 -2.95 -3.33
O 1.51 -1.53 -3.84
O -0.21 -3.15 -3.96
O 2.25 -3.81 -3.93
O 1.00 -2.95 -1.89
S -3.37 2.28 -4.95
O -3.32 1.00 -5.63
O -0.42 -0.81 -6.52
O -0.71 0.48 -3.74
O -2.86 3.47 -5.52
C -2.59 -2.79 -8.34
C -3.02 -2.22 -6.88
C -4.36 -2.74 -6.39
O -5.41 -2.21 -7.07
C -6.61 -2.86 -6.83
N -2.05 -2.63 -5.83
H -3.22 -2.52 -9.24
H -2.67 -3.92 -8.30
H -1.59 -2.36 -8.53
H -3.03 -1.15 -6.93
H -4.45 -2.33 -5.33
H -4.35 -3.80 -6.39
H -6.58 -3.55 -5.96
H -6.94 -3.42 -7.62
H -7.31 -2.08 -6.67
H -1.36 -3.28 -6.16
H -2.67 -3.24 -5.25
C 4.26 -3.11 2.49
C 2.83 -2.72 2.22
C 2.08 -2.13 3.48
O 2.47 -2.84 4.60
C 1.90 -2.40 5.84
N 2.62 -1.70 1.18
H 4.71 -3.75 1.72
H 4.40 -3.64 3.47
H 4.91 -2.25 2.49
H 2.33 -3.60 1.85
H 1.06 -2.28 3.21
H 2.34 -1.00 3.63
H 0.82 -2.58 5.98
H 2.10 -1.35 6.07
H 2.42 -2.97 6.54
H 2.82 -2.15 0.29
H 3.23 -0.90 1.18
C -2.78 -1.86 3.48
C -2.73 -0.41 2.92
C -3.57 0.44 3.89
O -4.91 -0.03 3.83
C -5.53 0.42 5.00
N -1.31 0.04 2.85
H -3.71 -2.18 3.94
H -2.09 -1.93 4.32
H -2.40 -2.62 2.69
H -3.22 -0.39 1.92
H -3.54 1.53 3.63
H -3.20 0.40 4.93
H -5.60 1.52 5.03
H -5.10 -0.06 5.91
H -6.49 0.00 5.02
H -1.24 1.10 2.66
H -0.82 -0.02 3.78
C 1.56 3.49 4.41
C 1.19 2.59 5.59
C 0.91 3.51 6.75
O 2.13 4.22 7.10
C 3.04 3.50 7.88
N 0.17 1.62 5.08
H 1.74 2.93 3.49
H 2.52 4.05 4.59
H 0.68 4.18 4.29
H 2.02 1.97 5.86
H 0.62 2.90 7.64
H 0.07 4.20 6.67
H 3.46 2.64 7.40
H 2.67 3.04 8.80
H 3.90 4.09 8.11
H -0.06 1.01 5.86
H -0.72 2.08 4.81
C 4.48 1.02 -4.67
C 4.42 0.98 -3.18
C 4.99 2.32 -2.66
O 5.33 2.23 -1.32
C 6.07 3.34 -0.82
N 3.08 0.81 -2.63
H 5.53 1.03 -4.95
H 3.93 1.81 -5.12
H 4.07 0.09 -5.03
H 4.97 0.10 -2.85
H 4.12 3.04 -2.79
H 5.75 2.66 -3.30
H 6.26 3.06 0.26
H 5.59 4.29 -1.08
H 7.05 3.44 -1.32
H 2.36 1.44 -3.01
H 2.77 -0.16 -2.83
C 3.29 1.89 1.39
C 2.18 2.35 0.48
O 1.49 1.18 -0.03
O 4.09 0.92 0.82
H 2.80 1.58 2.33
H 3.98 2.70 1.70
H 2.52 2.96 -0.34
H 1.39 2.84 1.05
H 1.80 0.96 -0.96
H 4.27 1.08 -0.13
C -3.23 2.15 -1.43
C -3.15 2.19 0.13
O -1.81 2.16 0.68
O -3.45 0.81 -1.91
H -2.32 2.54 -1.92
H -4.07 2.75 -1.79
H -3.82 1.36 0.59
H -3.59 3.20 0.33
H -1.25 1.56 0.19
H -4.23 0.43 -1.46
C -1.99 -1.84 -0.65
C -2.35 -2.34 -2.04
O -2.23 -1.39 -3.15
O -0.60 -1.57 -0.49
H -2.31 -2.64 -0.01
H -2.66 -0.98 -0.33
H -3.36 -2.76 -2.10
H -1.69 -3.18 -2.22
H -2.47 -0.50 -2.78
H 0.06 -2.09 -0.95
*
```

As for the orbital gap: 3.7 eV. The value obtained for the highest occupied orbital energy is -11.5 eV. The value obtained for the molecular weight is 1025.50 g mol⁻¹.